Record 1
Density functional theory data (ωB97M-V/def2-TZVPD) for 11 unconnected molecules or ions with the total composition C72H84Cl5N12 at a distorted geometry.

The frontier orbital gap is 4.259 eV. The value obtained for the electronic energy is -5749.17603 Ha. Its lowest unoccupied orbital energy is -0.5394 hartree.

```
! RIJCOSX wB97M-V def2-TZVPD def2/J DEFGRID3
* xyz 7 1
C -3.550 4.785 4.373
N -2.321 5.067 3.620
C -1.244 5.627 4.220
C -0.026 5.665 3.607
C 0.122 5.285 2.267
C -0.998 4.691 1.628
C -2.245 4.619 2.363
C 1.457 5.347 1.638
C 2.329 4.278 1.857
C 3.417 4.128 1.077
N 3.637 4.969 0.097
C 2.856 5.963 -0.168
C 1.721 6.206 0.597
C 4.800 4.700 -0.762
H -4.208 4.194 3.735
H -3.967 5.713 4.764
H -3.181 4.214 5.225
H -1.299 5.972 5.242
H 0.723 6.210 4.162
H -0.850 4.493 0.577
H -3.069 4.063 1.941
H 2.111 3.461 2.529
H 4.154 3.350 1.202
H 3.016 6.611 -1.017
H 0.904 6.839 0.283
H 4.810 3.715 -1.230
H 5.674 4.896 -0.141
H 4.842 5.387 -1.606
C 10.278 0.420 -2.552
N 8.920 0.327 -3.138
C 8.619 1.310 -4.001
C 7.259 1.386 -4.397
C 6.319 0.392 -4.053
C 6.774 -0.662 -3.303
C 8.076 -0.638 -2.774
C 4.927 0.705 -4.166
C 4.139 0.197 -5.268
C 2.787 0.529 -5.394
N 2.188 1.325 -4.511
C 2.884 1.847 -3.455
C 4.230 1.528 -3.239
C 0.758 1.326 -4.550
H 10.697 -0.584 -2.487
H 10.089 0.795 -1.546
H 10.929 0.923 -3.267
H 9.426 1.984 -4.249
H 6.938 2.271 -4.925
H 6.096 -1.477 -3.096
H 8.404 -1.269 -1.961
H 4.584 -0.466 -5.995
H 2.103 0.261 -6.185
H 2.310 2.521 -2.836
H 4.696 1.893 -2.336
H 0.221 1.061 -5.461
H 0.371 2.330 -4.376
H 0.359 0.671 -3.775
C -4.057 -5.867 1.921
N -2.946 -5.000 2.191
C -1.796 -5.520 2.804
C -0.682 -4.718 2.926
C -0.617 -3.400 2.426
C -1.750 -2.928 1.812
C -2.950 -3.705 1.828
C 0.572 -2.494 2.587
C 0.846 -1.455 1.686
C 1.864 -0.544 1.916
N 2.739 -0.741 2.979
C 2.551 -1.745 3.806
C 1.393 -2.579 3.696
C 3.900 0.207 3.342
H -3.730 -6.872 2.188
H -4.333 -5.759 0.872
H -4.721 -5.525 2.715
H -1.730 -6.541 3.150
H 0.221 -5.149 3.332
H -1.718 -1.917 1.434
H -3.866 -3.364 1.369
H 0.148 -1.127 0.930
H 1.913 0.417 1.426
H 3.312 -1.821 4.569
H 1.054 -3.229 4.489
H 4.112 0.753 2.423
H 4.791 -0.384 3.551
H 3.825 0.919 4.164
C 3.122 -8.871 4.557
N 2.856 -7.920 3.607
C 3.645 -6.808 3.724
C 3.501 -5.813 2.776
C 2.739 -5.914 1.621
C 1.989 -7.106 1.531
C 2.085 -8.149 2.395
C 2.498 -4.764 0.648
C 1.387 -4.624 -0.179
C 1.287 -3.550 -1.058
N 2.311 -2.623 -1.206
C 3.401 -2.793 -0.474
C 3.509 -3.797 0.480
C 2.306 -1.544 -2.219
H 2.629 -9.721 4.086
H 2.791 -8.567 5.550
H 4.195 -8.962 4.728
H 4.286 -6.723 4.590
H 3.932 -4.878 3.104
H 1.331 -7.231 0.684
H 1.607 -9.096 2.194
H 0.586 -5.322 0.011
H 0.400 -3.369 -1.647
H 4.222 -2.113 -0.642
H 4.413 -3.941 1.054
H 1.303 -1.215 -2.491
H 2.845 -1.888 -3.103
H 2.852 -0.711 -1.776
C -1.884 1.052 1.612
N -3.175 0.561 1.940
C -3.519 0.287 3.236
C -4.860 -0.090 3.562
C -5.803 -0.287 2.547
C -5.365 -0.097 1.282
C -4.107 0.389 0.929
C -7.201 -0.791 2.905
C -8.184 -1.126 1.950
C -9.530 -1.173 2.266
N -9.974 -0.914 3.545
C -9.081 -0.682 4.497
C -7.702 -0.738 4.240
C -11.432 -0.997 3.858
H -1.627 0.986 0.555
H -1.131 0.691 2.312
H -1.872 2.127 1.794
H -2.703 0.419 3.931
H -4.883 -0.542 4.542
H -6.124 -0.241 0.528
H -3.874 0.662 -0.089
H -7.994 -1.250 0.894
H -10.279 -1.643 1.646
H -9.439 -0.658 5.516
H -7.082 -0.695 5.123
H -11.566 -2.078 3.832
H -12.073 -0.575 3.084
H -11.540 -0.533 4.839
C -0.897 6.640 -2.116
N -1.517 5.438 -2.812
C -1.488 4.220 -2.196
C -1.957 3.044 -2.793
C -2.439 3.044 -4.087
C -2.444 4.290 -4.687
C -1.990 5.469 -4.117
C -2.847 1.855 -4.817
C -2.505 0.566 -4.320
C -2.735 -0.645 -4.978
N -3.308 -0.588 -6.185
C -3.785 0.625 -6.634
C -3.691 1.822 -5.990
C -3.656 -1.813 -6.976
H -1.750 7.020 -1.554
H -0.489 7.329 -2.855
H -0.062 6.306 -1.501
H -0.927 4.087 -1.282
H -1.869 2.120 -2.240
H -2.956 4.320 -5.638
H -2.052 6.506 -4.411
H -2.008 0.414 -3.374
H -2.528 -1.590 -4.499
H -4.467 0.546 -7.467
H -4.177 2.747 -6.265
H -2.868 -2.545 -6.798
H -3.947 -1.614 -8.007
H -4.475 -2.242 -6.398
Cl 0.780 1.853 -0.464
Cl 5.480 0.441 -0.204
Cl 0.195 1.765 4.304
Cl 1.929 5.262 -3.559
Cl -1.918 -2.006 -1.816
*
```

=====

Record 2
Density functional theory data (ωB97M-V/def2-TZVPD) for 13 unconnected molecules or ions with the total composition C73H162F7N12O14S5 at a distorted geometry.

The frontier orbital gap is 7.077 eV. The value obtained for the electronic energy is -7276.77840 Ha. Its lowest unoccupied orbital energy is -0.3397 hartree.

```
! RIJCOSX wB97M-V def2-TZVPD def2/J DEFGRID3
* xyz 5 1
C 34.260 28.961 -12.315
C 34.550 28.417 -10.903
C 33.343 27.538 -10.476
N 32.882 27.607 -8.946
C 33.885 26.796 -8.138
C 32.687 29.075 -8.371
C 31.844 28.982 -7.056
C 31.125 27.627 -7.303
C 31.473 27.092 -8.732
H 34.137 30.043 -12.268
H 33.492 28.423 -12.870
H 35.204 28.825 -12.843
H 34.712 29.227 -10.192
H 35.446 27.825 -11.089
H 33.491 26.518 -10.832
H 32.443 27.859 -10.999
H 34.796 27.335 -8.398
H 33.908 25.757 -8.468
H 33.748 26.816 -7.057
H 33.631 29.574 -8.153
H 32.047 29.658 -9.034
H 32.425 28.951 -6.134
H 31.200 29.858 -6.995
H 31.379 26.792 -6.650
H 30.059 27.547 -7.092
H 31.534 26.006 -8.661
H 30.877 27.492 -9.551
C 19.425 30.181 -2.451
C 20.927 29.650 -2.794
C 22.005 30.088 -1.894
N 23.458 29.906 -2.471
C 23.745 28.505 -3.085
C 24.549 30.318 -1.488
C 25.751 30.913 -2.254
C 25.122 31.172 -3.672
C 23.604 30.900 -3.715
H 19.019 29.731 -1.544
H 18.644 29.923 -3.166
H 19.438 31.271 -2.432
H 21.165 29.528 -3.851
H 20.740 28.606 -2.541
H 22.013 29.646 -0.897
H 21.773 31.146 -1.770
H 23.750 27.837 -2.223
H 24.726 28.559 -3.557
H 23.009 28.251 -3.849
H 24.878 29.518 -0.825
H 24.093 31.202 -1.044
H 26.634 30.275 -2.263
H 26.141 31.822 -1.796
H 25.551 30.409 -4.320
H 25.340 32.148 -4.106
H 23.493 30.338 -4.643
H 22.951 31.761 -3.573
C 26.826 23.445 -2.750
C 27.879 22.324 -2.766
C 27.390 21.159 -3.717
N 27.831 19.740 -3.230
C 29.350 19.626 -2.991
C 27.460 18.678 -4.360
C 27.005 17.468 -3.571
C 26.063 18.124 -2.609
C 26.953 19.221 -2.135
H 26.998 24.364 -2.190
H 25.906 23.034 -2.332
H 26.407 23.745 -3.710
H 28.094 21.898 -1.786
H 28.882 22.695 -2.979
H 27.809 21.270 -4.717
H 26.304 21.118 -3.640
H 29.810 20.206 -3.792
H 29.552 18.557 -3.052
H 29.599 19.931 -1.975
H 28.347 18.529 -4.976
H 26.537 19.028 -4.823
H 27.851 16.878 -3.220
H 26.407 16.876 -4.264
H 25.759 17.440 -1.817
H 25.098 18.526 -2.920
H 27.516 19.098 -1.210
H 26.287 20.017 -1.800
C 23.357 24.853 -2.398
C 22.249 24.861 -3.508
C 20.864 24.263 -3.002
N 19.577 24.850 -3.689
C 19.712 24.606 -5.201
C 18.389 24.069 -3.070
C 17.219 24.948 -3.071
C 17.736 26.423 -3.304
C 19.283 26.287 -3.257
H 24.173 25.536 -2.636
H 23.725 23.836 -2.260
H 22.946 25.299 -1.492
H 22.655 24.302 -4.351
H 22.146 25.877 -3.889
H 20.853 24.534 -1.946
H 20.787 23.176 -3.023
H 18.763 24.916 -5.639
H 19.806 23.559 -5.487
H 20.559 25.089 -5.688
H 18.347 23.251 -3.790
H 18.724 23.718 -2.094
H 16.399 24.555 -3.672
H 16.781 24.853 -2.077
H 17.494 26.675 -4.336
H 17.333 27.172 -2.621
H 19.818 26.964 -3.923
H 19.630 26.369 -2.227
C 36.330 25.864 -6.085
C 36.459 25.934 -4.595
C 35.501 27.006 -3.917
N 35.898 27.325 -2.441
C 36.097 25.945 -1.767
C 34.788 28.127 -1.687
C 35.585 28.921 -0.507
C 37.139 28.834 -0.860
C 37.271 28.140 -2.223
H 36.591 26.847 -6.477
H 35.286 25.648 -6.312
H 36.923 25.018 -6.433
H 37.446 26.250 -4.258
H 36.197 24.918 -4.298
H 34.514 26.546 -3.872
H 35.499 27.972 -4.423
H 35.892 26.211 -0.730
H 37.137 25.666 -1.939
H 35.337 25.253 -2.129
H 34.054 27.444 -1.260
H 34.386 28.758 -2.480
H 35.513 28.443 0.470
H 35.122 29.886 -0.304
H 37.770 28.215 -0.223
H 37.618 29.808 -0.754
H 38.100 27.433 -2.268
H 37.497 28.803 -3.058
C 28.718 32.768 -7.750
C 27.446 32.004 -8.116
C 26.212 32.930 -8.208
N 24.925 32.051 -8.467
C 24.729 30.962 -7.385
C 23.560 32.938 -8.575
C 22.587 31.968 -9.316
C 23.582 31.208 -10.185
C 25.000 31.383 -9.862
H 28.690 33.477 -6.923
H 29.144 33.333 -8.579
H 29.429 32.011 -7.420
H 27.386 31.147 -7.445
H 27.774 31.494 -9.022
H 26.304 33.739 -8.932
H 26.062 33.411 -7.241
H 25.648 30.387 -7.272
H 23.955 30.221 -7.582
H 24.555 31.522 -6.466
H 23.407 33.328 -7.569
H 23.615 33.846 -9.176
H 22.127 31.216 -8.675
H 22.000 32.568 -10.011
H 23.378 30.145 -10.312
H 23.641 31.578 -11.209
H 25.696 30.552 -9.745
H 25.608 32.059 -10.463
C 31.787 29.860 0.885
C 31.182 28.505 0.648
C 29.933 27.978 1.572
N 29.160 26.808 0.874
C 30.030 25.978 -0.054
C 28.014 27.322 -0.065
C 26.662 26.938 0.492
C 26.939 25.821 1.462
C 28.351 26.030 1.979
H 32.341 29.881 1.823
H 31.086 30.691 0.808
H 32.597 29.920 0.159
H 32.010 27.818 0.476
H 30.819 28.662 -0.368
H 29.136 28.718 1.654
H 30.363 27.634 2.513
H 30.837 25.822 0.661
H 30.430 26.569 -0.877
H 29.552 25.051 -0.373
H 28.044 26.776 -1.008
H 28.221 28.324 -0.440
H 25.988 26.833 -0.359
H 26.278 27.861 0.926
H 26.961 24.835 0.998
H 26.220 25.911 2.276
H 28.890 25.147 2.322
H 28.186 26.778 2.754
C 33.213 33.408 -6.041
C 32.466 32.401 -5.108
C 32.356 32.966 -3.704
N 31.125 32.353 -2.960
C 31.145 30.831 -2.825
C 29.739 32.599 -3.564
C 28.706 32.672 -2.415
C 29.485 33.338 -1.332
C 30.999 32.932 -1.537
H 32.693 34.359 -5.930
H 33.464 33.152 -7.071
H 34.150 33.730 -5.588
H 32.823 31.374 -5.037
H 31.523 32.076 -5.549
H 32.204 34.039 -3.827
H 33.318 32.745 -3.241
H 31.292 30.266 -3.746
H 30.306 30.578 -2.177
H 32.086 30.654 -2.303
H 29.397 31.912 -4.339
H 29.888 33.573 -4.029
H 28.413 31.659 -2.138
H 27.802 33.214 -2.692
H 29.173 33.066 -0.324
H 29.351 34.420 -1.330
H 31.451 32.183 -0.886
H 31.615 33.831 -1.505
C 23.238 22.993 -8.818
C 24.204 24.176 -8.993
C 24.704 24.956 -7.650
N 25.736 26.102 -7.935
C 25.195 27.179 -8.920
C 26.077 26.725 -6.505
C 27.561 26.441 -6.343
C 28.002 25.254 -7.169
C 27.011 25.373 -8.432
H 22.194 23.264 -8.662
H 23.491 22.434 -7.918
H 23.037 22.358 -9.681
H 23.670 24.897 -9.612
H 24.998 23.757 -9.611
H 25.092 24.287 -6.882
H 23.924 25.570 -7.200
H 26.006 27.908 -8.924
H 24.356 27.609 -8.374
H 24.841 26.812 -9.883
H 25.903 27.793 -6.635
H 25.449 26.351 -5.696
H 28.027 27.367 -6.679
H 27.967 26.336 -5.337
H 29.071 25.335 -7.365
H 27.947 24.313 -6.620
H 27.405 26.049 -9.191
H 26.755 24.463 -8.975
N 28.825 28.389 -3.767
O 29.628 27.786 -3.095
O 27.595 28.259 -3.524
O 29.251 29.178 -4.652
C 26.206 30.649 2.564
F 25.195 30.078 1.775
F 25.771 31.556 3.443
F 26.970 29.774 3.263
S 27.352 31.627 1.250
O 28.560 32.096 1.955
O 27.646 30.596 0.248
O 26.524 32.752 0.744
N 33.052 24.175 -3.783
S 31.998 25.076 -3.319
O 32.418 26.118 -2.328
O 30.580 24.861 -3.561
F 32.275 26.044 -4.571
S 32.707 23.176 -2.364
O 31.678 22.109 -2.512
O 33.042 23.671 -1.026
F 34.045 22.421 -2.714
N 27.886 29.887 -11.581
S 29.069 29.368 -10.922
O 30.152 28.714 -11.586
O 28.855 28.941 -9.519
F 29.787 30.876 -10.647
S 27.428 28.343 -12.230
O 27.459 27.128 -11.433
O 27.633 28.108 -13.648
F 25.805 28.656 -12.172
*
```